<1>
{
  "formula": "C2H3N3O3",
  "method": "the ωB97M-V functional and the def2-TZVPD basis",
  "total_charge": 0,
  "smiles": "Nn1oc(=O)nc1O",
  "homo_ha": -0.3751,
  "lumo_ev": 0.1,
  "species": ["N", "N", "O", "C", "O", "N", "C", "O", "H", "H", "H"],
  "coordinates": [[1.16144, 1.16423, 0.15586], [0.23568, 0.34765, -0.40357], [-1.10468, 0.77673, -0.05063], [-1.89205, -0.29109, -0.03714], [-3.11718, -0.29868, -0.02495], [-0.97402, -1.41163, 0.05959], [0.19392, -1.01425, -0.00176], [1.30997, -1.67060, -0.03198], [0.53909, 1.68503, 0.95445], [1.53137, 1.73693, -0.61445], [2.11646, -1.02433, -0.00541]]
}

<2>
{
  "formula": "C2H3N3O3",
  "method": "the ωB97M-V functional and the def2-TZVPD basis",
  "total_charge": 0,
  "smiles": "Nc1nn(O)c(=O)o1",
  "homo_ha": -0.3489,
  "lumo_ev": 0.4,
  "species": ["N", "C", "N", "N", "O", "C", "O", "O", "H", "H", "H"],
  "coordinates": [[-2.26620, 0.14884, 0.02725], [-0.94523, 0.08604, 0.10256], [-0.26978, -0.91887, -0.16104], [1.15686, -0.40776, -0.34023], [2.08667, -1.21404, 0.40534], [1.15365, 0.93328, -0.15451], [2.15280, 1.60756, -0.01166], [-0.21586, 1.28473, 0.18286], [-2.75998, 0.86173, 0.52597], [-2.78694, -0.90499, -0.29459], [2.69401, -1.47654, -0.28196]]
}

Which of them is the most stable, and which is the least stable? <1> and <2>, in that order.

<1>
{
  "formula": "C4H5N2OS",
  "method": "the ωB97M-V functional and the def2-TZVPD basis",
  "total_charge": -1,
  "homo_ha": -0.0597,
  "lumo_ev": 3.8,
  "species": ["C", "C", "C", "C", "N", "N", "O", "S", "H", "H", "H", "H", "H"],
  "coordinates": [[-0.87210, -1.82189, 0.44911], [0.07579, 0.23762, -0.20541], [1.36376, -1.89687, 0.15051], [-0.16812, 1.61243, -0.49071], [0.29245, -2.33928, 0.59899], [-0.97725, -0.53274, 0.02141], [0.46261, 2.68677, 0.28199], [2.94847, -1.71537, 0.21416], [-1.76623, -2.29614, 0.58639], [0.28917, 1.84040, -1.43127], [-1.17018, 1.92918, -0.48565], [-1.94103, -0.14996, -0.08607], [1.46266, 2.44584, 0.39655]]
}

<2>
{
  "formula": "C4H5N2OS",
  "method": "the ωB97M-V functional and the def2-TZVPD basis",
  "total_charge": -1,
  "smiles": "CN([NH-])C(=O)C=C=S",
  "homo_ha": -0.1253,
  "lumo_ev": 3.6,
  "species": ["C", "N", "N", "C", "O", "C", "C", "S", "H", "H", "H", "H", "H"],
  "coordinates": [[-1.79869, 0.66390, 0.00339], [-0.47676, 0.25095, 0.26773], [0.44079, 1.23608, 0.64872], [-0.14360, -1.09981, 0.12963], [-0.97909, -1.98582, -0.08272], [1.29040, -1.23759, 0.05212], [2.10318, -0.16375, 0.13617], [3.48202, 0.59853, -0.07565], [-1.72027, 1.21095, -0.98938], [-2.37610, -0.29125, -0.18339], [-2.15636, 1.29140, 0.70960], [0.62299, 1.67565, -0.16994], [1.71148, -2.14923, -0.44627]]
}

<3>
{
  "formula": "C4H5N2OS",
  "method": "the ωB97M-V functional and the def2-TZVPD basis",
  "total_charge": -1,
  "smiles": "[O-]C(=S)N1CCC=N1",
  "homo_ha": -0.1234,
  "lumo_ev": 3.8,
  "species": ["O", "C", "S", "N", "C", "C", "C", "N", "H", "H", "H", "H", "H"],
  "coordinates": [[-2.15796, -1.78584, 0.39863], [-2.36850, -0.60372, 0.13346], [-3.53394, 0.46089, -0.23498], [-0.78966, 0.10730, 0.27250], [0.30243, -0.76873, -0.15413], [1.59750, 0.18615, -0.25991], [0.90327, 1.46926, 0.26276], [-0.36350, 1.31266, 0.37875], [0.07642, -1.08640, -1.24311], [0.47757, -1.65545, 0.58590], [2.14073, 0.08722, -1.21529], [2.39116, -0.17590, 0.48823], [1.32449, 2.45256, 0.58720]]
}

Which of them is the most stable, and which is the least stable? <3> and <1>, in that order.

<1>
{
  "formula": "C5H14",
  "method": "the ωB97M-V functional and the def2-TZVPD basis",
  "total_charge": -1,
  "homo_ha": [0.0566, -0.2877],
  "lumo_ev": [4.2, 4.2],
  "multiplicity": 2,
  "species": ["C", "C", "H", "H", "H", "H", "H", "H", "C", "C", "C", "H", "H", "H", "H", "H", "H", "H", "H"],
  "coordinates": [[1.98962, 0.09263, 1.16185], [1.28082, 1.31328, 1.79788], [1.84999, 0.13237, 0.08551], [3.03769, 0.08805, 1.43007], [1.50101, -0.81346, 1.52634], [0.72042, 1.89670, 1.07460], [2.04093, 1.99101, 2.20238], [0.71948, 1.00541, 2.67668], [-1.37461, -0.45271, -0.53060], [-0.80250, -1.74731, -1.09529], [-1.47046, 0.70458, -1.54363], [-2.30959, -0.64387, 0.00863], [-0.72928, -0.14168, 0.29895], [-1.51897, -2.31235, -1.70769], [-2.47448, 0.71924, -1.98211], [-1.22290, 1.63212, -1.04681], [-0.53916, -2.43643, -0.30770], [0.11102, -1.55321, -1.65992], [-0.80901, 0.52560, -2.38915]]
}

<2>
{
  "formula": "C5H14",
  "method": "the ωB97M-V functional and the def2-TZVPD basis",
  "total_charge": -1,
  "homo_ha": [0.0554, -0.2724],
  "lumo_ev": [4.1, 4.3],
  "multiplicity": 2,
  "species": ["C", "C", "H", "H", "H", "H", "H", "H", "C", "C", "C", "H", "H", "H", "H", "H", "H", "H", "H"],
  "coordinates": [[-0.39827, -2.75416, 1.74624], [-1.23909, -1.50686, 1.42065], [0.51930, -2.76610, 1.14240], [-0.15866, -2.87943, 2.79357], [-0.91287, -3.51431, 1.14340], [-2.27008, -1.78462, 1.62718], [-1.13334, -1.11904, 0.41391], [-1.11339, -0.64159, 2.08586], [0.04718, 1.21397, -1.03666], [0.65269, 2.17119, -0.02271], [0.85487, 1.11044, -2.34651], [-0.04982, 0.19324, -0.68963], [-0.94146, 1.63709, -1.24119], [1.13705, 1.73412, 0.87066], [0.04488, 2.96536, 0.41511], [0.51475, 0.21280, -2.84931], [0.90174, 2.03042, -2.93866], [1.60072, 2.62820, -0.35149], [1.94379, 1.06930, -2.18281]]
}

Which of them is the most stable, and which is the least stable? <1> and <2>, in that order.